DFT (wB97M-V/def2-TZVPD) results for a molecular structure, C26H43N5O6Ti.

```
! wB97M-V def2-TZVPD RIJCOSX def2/J DEFGRID3
* xyz 1 2
Ti 0.090 -0.113 1.805
C -2.862 -2.469 -1.593
C -1.591 -1.896 -0.959
C -0.504 -2.985 -0.882
C 0.637 -2.800 -1.897
C 1.666 -3.911 -1.745
C 0.100 -2.779 -3.326
N 1.352 -1.490 -1.550
C 1.965 -0.679 -2.646
C 1.106 0.564 -2.903
N 0.880 1.301 -1.670
C 2.085 1.934 -1.154
C 2.214 1.779 0.360
O 3.071 2.342 0.990
O 1.278 1.017 0.874
C -0.327 2.168 -1.668
C -0.426 3.033 -2.928
C -0.396 3.092 -0.423
C -1.490 2.997 0.668
C -2.811 3.483 0.066
C -1.056 3.988 1.754
N -1.620 1.661 1.384
C -2.880 0.904 1.201
C -2.808 -0.127 0.104
N -1.835 -1.208 0.349
C -2.355 -2.155 1.368
C -1.693 -1.975 2.734
O -1.542 -2.908 3.475
O -1.305 -0.727 2.980
H -2.618 -2.881 -2.571
H -3.639 -1.722 -1.744
H -3.272 -3.280 -0.990
H -1.241 -1.091 -1.617
H -0.948 -3.960 -1.093
H -0.081 -3.038 0.115
H 1.221 -4.870 -2.007
H 2.032 -3.967 -0.719
H 2.517 -3.744 -2.409
H -0.526 -3.660 -3.462
H 0.898 -2.845 -4.064
H -0.509 -1.902 -3.545
H 2.072 -1.706 -0.833
H 0.719 -0.839 -1.064
H 2.049 -1.270 -3.552
H 2.972 -0.418 -2.330
H 0.132 0.241 -3.285
H 1.582 1.151 -3.699
H 2.155 3.000 -1.394
H 2.974 1.479 -1.589
H -1.183 1.485 -1.668
H 0.415 3.728 -2.986
H -1.343 3.622 -2.899
H -0.444 2.440 -3.842
H -0.513 4.108 -0.806
H 0.553 3.122 0.095
H -2.652 4.481 -0.343
H -3.601 3.564 0.812
H -3.160 2.845 -0.751
H -0.852 4.970 1.329
H -0.141 3.639 2.241
H -1.840 4.104 2.506
H -1.632 1.910 2.367
H -3.721 1.556 0.977
H -3.107 0.417 2.146
H -2.544 0.363 -0.835
H -3.815 -0.538 -0.021
H -2.176 -3.185 1.068
H -3.436 -2.041 1.497
O 3.270 -1.709 0.571
C 2.418 -1.487 1.420
O 1.152 -1.692 1.214
C 2.716 -0.888 2.763
C 3.947 -0.949 3.377
C 4.081 -0.381 4.636
C 2.983 0.230 5.219
C 1.788 0.269 4.520
N 1.657 -0.279 3.317
H 4.768 -1.435 2.869
H 5.028 -0.417 5.156
H 3.049 0.679 6.200
H 0.907 0.744 4.932
*
```

Output
ΔE to the lowest compared entry with this formula, charge and spin (kJ/mol): 0.0
Energy (Ha): -2591.21632
Lowest unoccupied orbital energy (alpha / beta) (eV): -2.57 / -2.68
Expectation value of S²: 0.75
HOMO energy (alpha / beta) (Ha): -0.4030 / -0.4306

DFT (wB97M-V/def2-TZVPD) results for a molecular structure, C26H44BrN3OP2Pt in a non-equilibrium geometry.

```
! wB97M-V def2-TZVPD RIJCOSX def2/J DEFGRID3
* xyz 4 5
N -1.943 -1.503 -8.056
C -2.301 -2.251 -7.020
C -1.966 -1.938 -5.690
C -1.258 -0.731 -5.354
C -0.903 0.021 -6.511
C -1.244 -0.390 -7.813
C -0.961 -0.406 -3.965
Pt 0.030 1.460 -1.733
P -0.570 3.085 -0.132
C -1.072 0.898 -3.315
C -2.146 1.042 -2.096
C -2.956 2.181 -2.022
C -3.508 2.388 -0.663
C -3.971 1.138 0.124
C -3.401 -0.073 -0.353
C -2.568 -0.150 -1.442
Br -3.932 0.848 2.187
H -0.604 -1.200 -3.307
H -1.199 1.693 -4.024
H -2.313 -2.621 -4.950
H -0.353 0.955 -6.442
H -2.882 -3.132 -7.280
H -0.966 0.182 -8.703
H -2.671 3.032 -2.650
H -2.157 -1.095 -1.727
H -4.211 3.298 -0.691
H -3.615 -0.921 0.300
P 2.263 1.347 -1.678
C -2.186 2.764 0.602
C -3.026 3.763 1.337
H -1.917 1.972 1.345
H -5.074 1.292 0.444
H -3.971 3.263 1.635
H -2.598 4.182 2.267
H -3.251 4.559 0.600
C -0.497 4.992 -0.222
C -0.485 5.893 0.986
H -1.345 5.274 -0.851
H 0.381 5.169 -0.844
H -0.737 6.929 0.742
H -1.171 5.615 1.773
H 0.506 5.863 1.403
C 0.434 2.393 1.305
C 0.226 2.842 2.750
H 1.454 2.531 1.063
H 0.211 1.289 1.243
H 1.149 2.871 3.275
H -0.304 3.781 2.801
H -0.379 2.047 3.255
C 2.650 0.733 -0.020
C 4.066 0.293 0.286
H 1.909 -0.019 0.263
H 2.503 1.599 0.613
H 4.221 -0.739 -0.048
H 4.811 0.940 -0.213
H 4.262 0.343 1.359
C 3.318 2.833 -1.820
C 3.101 3.711 -3.057
H 4.368 2.535 -1.767
H 3.085 3.410 -0.921
H 3.637 3.296 -3.922
H 2.041 3.829 -3.326
H 3.477 4.726 -2.886
C 3.190 0.009 -2.658
C 2.531 -1.345 -2.276
H 4.271 -0.012 -2.487
H 3.079 0.181 -3.748
H 2.198 -1.906 -3.185
H 3.237 -1.961 -1.656
H 1.611 -1.140 -1.655
N -0.935 -3.467 1.797
C -0.076 -2.892 0.905
N 1.288 -3.018 1.260
O -0.412 -2.366 -0.146
H -0.701 -3.574 2.785
H -1.909 -3.562 1.509
H 1.813 -3.334 0.463
H 1.423 -3.591 2.097
*
```

Output
ΔE to the lowest compared entry with this formula, charge and spin (kJ/mol): 359.0
Energy (Ha): -4630.82148
Lowest unoccupied orbital energy (alpha / beta) (eV): -13.80 / -15.14
Expectation value of S²: 6.07
HOMO energy (alpha / beta) (Ha): -0.7006 / -0.7005

DFT (wB97M-V/def2-TZVPD) results for a molecular structure, C26H44BrN3OP2Ru in a non-equilibrium geometry.

```
! wB97M-V def2-TZVPD RIJCOSX def2/J DEFGRID3
* xyz 4 5
N -7.035 5.440 -6.684
C -6.815 6.052 -5.512
C -6.028 5.478 -4.506
C -5.408 4.217 -4.733
C -5.660 3.602 -5.980
C -6.479 4.253 -6.919
C -4.524 3.609 -3.749
Ru -0.692 -0.292 0.031
P 5.879 -0.899 -1.058
C -3.632 2.629 -4.042
C -2.690 2.110 -3.082
C -1.523 1.469 -3.556
C -0.556 1.035 -2.649
C -0.875 1.146 -1.304
C -1.965 1.881 -0.790
C -2.906 2.327 -1.711
Br 1.697 0.175 -0.357
H -4.552 4.057 -2.751
H -3.513 2.271 -5.069
H -5.899 6.015 -3.566
H -5.249 2.621 -6.228
H -7.289 7.028 -5.365
H -6.690 3.785 -7.889
H -1.380 1.347 -4.631
H -3.813 2.825 -1.371
H 0.372 0.562 -2.942
H -2.107 2.030 0.278
P -0.610 -2.098 -1.129
C 5.396 0.857 -0.830
C 6.496 1.814 -1.307
H 5.193 1.007 0.240
H 4.460 1.020 -1.381
H 6.314 2.823 -0.921
H 7.486 1.498 -0.963
H 6.525 1.876 -2.400
C 5.133 -1.321 -2.682
C 5.870 -2.482 -3.361
H 5.204 -0.414 -3.302
H 4.071 -1.553 -2.516
H 5.583 -2.545 -4.417
H 6.957 -2.346 -3.321
H 5.634 -3.442 -2.891
C 4.886 -1.840 0.157
C 5.675 -2.050 1.450
H 4.646 -2.808 -0.304
H 3.947 -1.296 0.330
H 5.168 -2.765 2.102
H 6.678 -2.439 1.252
H 5.788 -1.114 2.002
C -0.455 -3.472 0.092
C -1.588 -4.499 0.156
H -0.314 -2.987 1.073
H 0.500 -3.964 -0.143
H -2.506 -4.078 0.582
H -1.823 -4.922 -0.828
H -1.284 -5.332 0.802
C 0.593 -2.475 -2.431
C 0.058 -2.469 -3.857
H 1.037 -3.449 -2.178
H 1.389 -1.728 -2.295
H -0.602 -3.325 -4.039
H -0.490 -1.550 -4.093
H 0.894 -2.544 -4.563
C -2.336 -2.134 -1.719
C -3.220 -1.465 -0.666
H -2.611 -3.181 -1.915
H -2.375 -1.600 -2.682
H -3.954 -0.814 -1.153
H -3.748 -2.207 -0.056
H -2.644 -0.805 0.043
N -0.693 -0.850 3.472
C -0.351 0.390 3.024
N 0.380 1.165 3.851
O -0.730 0.841 1.913
H -0.510 -1.100 4.435
H -1.374 -1.374 2.942
H 0.723 2.048 3.486
H 0.790 0.780 4.692
*
```

Output
ΔE to the lowest compared entry with this formula, charge and spin (kJ/mol): 25.0
Energy (Ha): -4606.68258
Lowest unoccupied orbital energy (alpha / beta) (eV): -11.57 / -13.24
Expectation value of S²: 6.07
HOMO energy (alpha / beta) (Ha): -0.6885 / -0.6906

Please write out number 3 again, unchanged.
DFT (wB97M-V/def2-TZVPD) results for a molecular structure, C26H44BrN3OP2Ru in a non-equilibrium geometry.

```
! wB97M-V def2-TZVPD RIJCOSX def2/J DEFGRID3
* xyz 4 5
N -7.035 5.440 -6.684
C -6.815 6.052 -5.512
C -6.028 5.478 -4.506
C -5.408 4.217 -4.733
C -5.660 3.602 -5.980
C -6.479 4.253 -6.919
C -4.524 3.609 -3.749
Ru -0.692 -0.292 0.031
P 5.879 -0.899 -1.058
C -3.632 2.629 -4.042
C -2.690 2.110 -3.082
C -1.523 1.469 -3.556
C -0.556 1.035 -2.649
C -0.875 1.146 -1.304
C -1.965 1.881 -0.790
C -2.906 2.327 -1.711
Br 1.697 0.175 -0.357
H -4.552 4.057 -2.751
H -3.513 2.271 -5.069
H -5.899 6.015 -3.566
H -5.249 2.621 -6.228
H -7.289 7.028 -5.365
H -6.690 3.785 -7.889
H -1.380 1.347 -4.631
H -3.813 2.825 -1.371
H 0.372 0.562 -2.942
H -2.107 2.030 0.278
P -0.610 -2.098 -1.129
C 5.396 0.857 -0.830
C 6.496 1.814 -1.307
H 5.193 1.007 0.240
H 4.460 1.020 -1.381
H 6.314 2.823 -0.921
H 7.486 1.498 -0.963
H 6.525 1.876 -2.400
C 5.133 -1.321 -2.682
C 5.870 -2.482 -3.361
H 5.204 -0.414 -3.302
H 4.071 -1.553 -2.516
H 5.583 -2.545 -4.417
H 6.957 -2.346 -3.321
H 5.634 -3.442 -2.891
C 4.886 -1.840 0.157
C 5.675 -2.050 1.450
H 4.646 -2.808 -0.304
H 3.947 -1.296 0.330
H 5.168 -2.765 2.102
H 6.678 -2.439 1.252
H 5.788 -1.114 2.002
C -0.455 -3.472 0.092
C -1.588 -4.499 0.156
H -0.314 -2.987 1.073
H 0.500 -3.964 -0.143
H -2.506 -4.078 0.582
H -1.823 -4.922 -0.828
H -1.284 -5.332 0.802
C 0.593 -2.475 -2.431
C 0.058 -2.469 -3.857
H 1.037 -3.449 -2.178
H 1.389 -1.728 -2.295
H -0.602 -3.325 -4.039
H -0.490 -1.550 -4.093
H 0.894 -2.544 -4.563
C -2.336 -2.134 -1.719
C -3.220 -1.465 -0.666
H -2.611 -3.181 -1.915
H -2.375 -1.600 -2.682
H -3.954 -0.814 -1.153
H -3.748 -2.207 -0.056
H -2.644 -0.805 0.043
N -0.693 -0.850 3.472
C -0.351 0.390 3.024
N 0.380 1.165 3.851
O -0.730 0.841 1.913
H -0.510 -1.100 4.435
H -1.374 -1.374 2.942
H 0.723 2.048 3.486
H 0.790 0.780 4.692
*
```

Output
ΔE to the lowest compared entry with this formula, charge and spin (kJ/mol): 25.0
Energy (Ha): -4606.68258
Lowest unoccupied orbital energy (alpha / beta) (eV): -11.57 / -13.24
Expectation value of S²: 6.07
HOMO energy (alpha / beta) (Ha): -0.6885 / -0.6906

Copy entry 3 word for word.
DFT (wB97M-V/def2-TZVPD) results for a molecular structure, C26H44BrN3OP2Ru in a non-equilibrium geometry.

```
! wB97M-V def2-TZVPD RIJCOSX def2/J DEFGRID3
* xyz 4 5
N -7.035 5.440 -6.684
C -6.815 6.052 -5.512
C -6.028 5.478 -4.506
C -5.408 4.217 -4.733
C -5.660 3.602 -5.980
C -6.479 4.253 -6.919
C -4.524 3.609 -3.749
Ru -0.692 -0.292 0.031
P 5.879 -0.899 -1.058
C -3.632 2.629 -4.042
C -2.690 2.110 -3.082
C -1.523 1.469 -3.556
C -0.556 1.035 -2.649
C -0.875 1.146 -1.304
C -1.965 1.881 -0.790
C -2.906 2.327 -1.711
Br 1.697 0.175 -0.357
H -4.552 4.057 -2.751
H -3.513 2.271 -5.069
H -5.899 6.015 -3.566
H -5.249 2.621 -6.228
H -7.289 7.028 -5.365
H -6.690 3.785 -7.889
H -1.380 1.347 -4.631
H -3.813 2.825 -1.371
H 0.372 0.562 -2.942
H -2.107 2.030 0.278
P -0.610 -2.098 -1.129
C 5.396 0.857 -0.830
C 6.496 1.814 -1.307
H 5.193 1.007 0.240
H 4.460 1.020 -1.381
H 6.314 2.823 -0.921
H 7.486 1.498 -0.963
H 6.525 1.876 -2.400
C 5.133 -1.321 -2.682
C 5.870 -2.482 -3.361
H 5.204 -0.414 -3.302
H 4.071 -1.553 -2.516
H 5.583 -2.545 -4.417
H 6.957 -2.346 -3.321
H 5.634 -3.442 -2.891
C 4.886 -1.840 0.157
C 5.675 -2.050 1.450
H 4.646 -2.808 -0.304
H 3.947 -1.296 0.330
H 5.168 -2.765 2.102
H 6.678 -2.439 1.252
H 5.788 -1.114 2.002
C -0.455 -3.472 0.092
C -1.588 -4.499 0.156
H -0.314 -2.987 1.073
H 0.500 -3.964 -0.143
H -2.506 -4.078 0.582
H -1.823 -4.922 -0.828
H -1.284 -5.332 0.802
C 0.593 -2.475 -2.431
C 0.058 -2.469 -3.857
H 1.037 -3.449 -2.178
H 1.389 -1.728 -2.295
H -0.602 -3.325 -4.039
H -0.490 -1.550 -4.093
H 0.894 -2.544 -4.563
C -2.336 -2.134 -1.719
C -3.220 -1.465 -0.666
H -2.611 -3.181 -1.915
H -2.375 -1.600 -2.682
H -3.954 -0.814 -1.153
H -3.748 -2.207 -0.056
H -2.644 -0.805 0.043
N -0.693 -0.850 3.472
C -0.351 0.390 3.024
N 0.380 1.165 3.851
O -0.730 0.841 1.913
H -0.510 -1.100 4.435
H -1.374 -1.374 2.942
H 0.723 2.048 3.486
H 0.790 0.780 4.692
*
```

Output
ΔE to the lowest compared entry with this formula, charge and spin (kJ/mol): 25.0
Energy (Ha): -4606.68258
Lowest unoccupied orbital energy (alpha / beta) (eV): -11.57 / -13.24
Expectation value of S²: 6.07
HOMO energy (alpha / beta) (Ha): -0.6885 / -0.6906